No. 1
Computed, not measured: a molecular structure, C14H30ClFO4Si2, with wB97M-V/def2-TZVPD.

Strongest force on any atom: 0.0066 Eh/bohr
Total charge: 0
Orbital gap: 10.32 eV
E_tot: -54192.7689 eV
HOMO energy: -0.356 Eh

Each line ends with the Löwdin charge.
Positions of all 52 atoms, in Å:
C: 0.320 3.960 -0.745  -0.058
C: 0.685 2.850 -1.715  -0.214
O: -0.022 1.640 -1.399  -0.076
C: -1.269 1.513 -1.881  -0.503
O: -1.751 2.275 -2.680  0.106
C: -2.006 0.332 -1.290  -0.086
C: -1.162 -0.765 -0.623  -0.235
C: -1.328 -0.865 0.904  -0.235
Si: -1.203 0.732 1.884  0.526
C: -2.842 1.195 2.697  -0.230
C: -3.359 2.554 2.291  -0.272
F: -2.387 3.525 2.557  -0.085
O: -0.066 0.503 3.070  -0.369
Si: 1.332 1.339 3.305  0.495
C: 2.728 0.090 3.210  -0.316
C: 3.205 -0.443 1.848  -0.715
C: 2.856 -1.919 1.601  -0.119
Cl: 2.568 0.535 0.453  0.607
H: 0.492 4.928 -1.217  0.079
H: -0.731 3.906 -0.466  0.076
H: 0.920 3.921 0.162  0.062
H: 0.483 3.130 -2.747  0.116
H: 1.737 2.584 -1.634  0.101
H: -2.584 -0.070 -2.123  0.126
H: -2.748 0.742 -0.596  0.116
H: -0.111 -0.608 -0.861  0.087
H: -1.428 -1.722 -1.068  0.081
H: -2.273 -1.362 1.144  0.078
H: -0.542 -1.521 1.294  0.070
H: -0.770 1.848 1.023  0.032
H: -2.733 1.158 3.784  0.083
H: -3.592 0.445 2.427  0.080
H: -3.579 2.613 1.222  0.106
H: -4.247 2.856 2.848  0.111
H: 1.349 1.942 4.658  -0.024
H: 1.450 2.429 2.320  -0.035
H: 3.569 0.481 3.787  0.072
H: 2.349 -0.764 3.778  0.068
H: 4.280 -0.313 1.774  0.081
H: 2.260 -2.042 0.698  0.044
H: 3.761 -2.515 1.485  0.075
H: 2.282 -2.330 2.429  0.071
C: 1.353 -3.462 -2.980  -0.017
C: -0.078 -3.729 -3.382  -0.496
O: -1.002 -3.437 -2.659  0.065
C: -0.293 -4.372 -4.729  -0.024
H: 1.381 -2.995 -1.999  0.071
H: 1.919 -4.395 -2.962  0.085
H: 1.830 -2.806 -3.711  0.088
H: 0.218 -5.336 -4.769  0.085
H: 0.133 -3.746 -5.515  0.086
H: -1.356 -4.512 -4.907  0.082

No. 2
Computed, not measured: a molecular structure, C14H30ClN2O6ReSSe2, with wB97M-V/def2-TZVPD.

Strongest force on any atom: 0.0128 Eh/bohr
ΔE to the lowest compared entry with this formula, charge and spin: 0.5056 eV
Spin multiplicity: 2
<S²>: 0.76
Total charge: +1
Orbital gap (spin up / spin down): 6.82 / 6.98 eV
E_tot: -186437.1257 eV
HOMO energy (spin up / spin down): -0.408 / -0.420 Eh

Each line ends with the Löwdin spin population.
Positions of all 57 atoms, in Å:
Re: 0.078 -0.962 0.584  0.724
O: 0.889 0.226 -3.279  0.004
C: 1.843 -0.691 -3.798  0.000
C: 2.280 -1.705 -2.750  0.001
C: 3.363 -2.557 -3.474  0.000
O: 3.855 -3.615 -2.680  0.000
C: 1.188 -2.700 -2.351  0.009
Se: -0.412 -2.093 -1.402  0.065
C: 2.970 -1.065 -1.552  0.010
Se: 2.037 0.008 -0.191  0.076
H: 0.791 0.937 -3.921  0.000
H: 2.732 -0.148 -4.141  0.000
H: 1.428 -1.228 -4.658  0.000
H: 4.171 -1.903 -3.815  0.000
H: 2.906 -3.008 -4.358  0.000
H: 4.700 -3.374 -2.292  0.000
H: 1.631 -3.484 -1.739  0.000
H: 0.790 -3.173 -3.250  0.001
H: 3.748 -0.383 -1.902  0.000
H: 3.446 -1.850 -0.965  0.004
O: 1.778 -0.487 3.820  0.001
Cl: 0.474 -0.421 3.314  0.009
O: -0.536 -0.309 4.276  0.007
O: 0.345 0.591 2.247  0.002
O: 0.223 -1.707 2.465  0.016
C: -3.578 3.825 -0.586  0.000
C: -3.799 3.228 -1.971  0.000
C: -2.528 2.664 -2.602  0.000
C: -1.904 1.518 -1.821  0.002
N: -2.826 0.377 -1.775  0.003
C: -3.021 -0.436 -0.760  0.006
S: -2.146 -0.236 0.751  0.055
N: -3.919 -1.407 -0.820  0.001
C: -4.818 -1.661 -1.944  0.000
C: -6.000 -0.701 -1.998  0.000
C: -6.906 -0.984 -3.190  0.000
C: -8.084 -0.021 -3.257  0.000
H: -4.494 4.277 -0.207  0.000
H: -2.811 4.601 -0.612  0.000
H: -3.266 3.072 0.141  0.000
H: -4.206 3.989 -2.640  0.000
H: -4.563 2.446 -1.914  0.000
H: -1.773 3.451 -2.674  0.000
H: -2.727 2.343 -3.631  0.000
H: -1.695 1.815 -0.797  0.000
H: -0.966 1.183 -2.263  0.001
H: -3.345 0.195 -2.623  0.000
H: -3.983 -1.991 -0.001  0.001
H: -5.165 -2.689 -1.844  0.000
H: -4.239 -1.634 -2.873  0.000
H: -5.641 0.333 -2.044  0.000
H: -6.566 -0.785 -1.066  0.000
H: -7.271 -2.013 -3.129  0.000
H: -6.323 -0.921 -4.114  0.000
H: -8.696 -0.087 -2.356  0.000
H: -8.724 -0.240 -4.110  0.000
H: -7.742 1.011 -3.352  0.000

Among the records above, which one has the lowest total charge?
C14H30ClFO4Si2